No. 1
{
  "formula": "C2H5NO3",
  "method": "ωB97M-V with the def2-TZVPD basis set",
  "symbols": ["C", "O", "C", "O", "N", "O", "H", "H", "H", "H", "H"],
  "xyz": [[0.77569, -1.97430, 0.48085], [0.80469, -0.43923, 0.25206], [-0.26862, -0.06457, -0.37928], [-1.06666, -0.75538, -1.02564], [-0.61783, 1.18921, -0.08756], [0.26585, 2.12355, 0.49510], [1.23067, -2.42656, -0.43918], [-0.33288, -2.38296, 0.50056], [1.32809, -2.37627, 1.45931], [-1.11002, 1.77872, -0.82043], [0.13551, 1.88439, 1.53102]],
  "mulliken_charge": [-0.569, -0.333, 0.652, -0.627, -0.131, -0.418, 0.262, 0.286, 0.239, 0.281, 0.357],
  "total_charge": 0,
  "homo_energy_ev": -9.90,
  "smiles": "COC(=O)NO",
  "e_lumo_ha": 0.0247
}

No. 2
{
  "formula": "C3H3NO2",
  "method": "ωB97M-V with the def2-TZVPD basis set",
  "symbols": ["N", "C", "C", "O", "C", "O", "H", "H", "H"],
  "xyz": [[-1.23263, 1.16580, 2.15453], [-0.61593, 1.26425, 1.17997], [0.40320, 0.56360, 0.36487], [1.57470, 0.77711, 0.50256], [-0.24022, -0.52644, -0.46588], [0.67992, -1.31182, -1.14446], [-0.98162, -0.02853, -1.11432], [-0.80904, -1.17354, 0.21595], [1.22163, -0.73042, -1.69323]],
  "mulliken_charge": [-0.335, 0.119, 0.616, -0.458, -0.432, -0.484, 0.312, 0.343, 0.318],
  "total_charge": 0,
  "homo_energy_ev": -11.16,
  "smiles": "N#CC(=O)CO",
  "e_lumo_ha": -0.0134
}

No. 3
{
  "formula": "C17H11BBr2F4NO4Re",
  "method": "ωB97M-V with the def2-TZVPD basis set",
  "symbols": ["Re", "C", "C", "C", "C", "C", "C", "Br", "C", "C", "Br", "C", "O", "C", "N", "H", "H", "H", "H", "H", "H", "O", "C", "C", "C", "C", "C", "C", "C", "O", "O", "H", "H", "H", "H", "H", "F", "B", "F", "F", "F"],
  "xyz": [[0.10104, 1.53679, -0.38019], [-1.93594, 1.66662, 2.25305], [-0.56900, 1.17364, 2.58682], [-0.20542, 0.80339, 3.89154], [1.06139, 0.36451, 4.18303], [2.02427, 0.27241, 3.16096], [3.37895, -0.14758, 3.29080], [4.03616, -0.66621, 4.96546], [4.20859, -0.17831, 2.20386], [3.74862, 0.20372, 0.92126], [4.89566, 0.14899, -0.54372], [2.45298, 0.61388, 0.77494], [1.89808, 1.01356, -0.41269], [1.60263, 0.64269, 1.88299], [0.33436, 1.08123, 1.60599], [-2.52935, 1.77765, 3.15651], [-2.45009, 0.98289, 1.57496], [-1.87472, 2.64016, 1.75850], [-0.95162, 0.87614, 4.66935], [1.32674, 0.09187, 5.19581], [5.23416, -0.49961, 2.31614], [-3.90483, -2.42541, -2.37363], [-2.61840, -2.45391, -2.76598], [-2.17632, -3.31668, -3.76606], [-0.85200, -3.32257, -4.14896], [0.07010, -2.46460, -3.54920], [-0.36467, -1.60506, -2.56865], [-1.70569, -1.58140, -2.15433], [-2.17228, -0.68977, -1.10154], [-3.19646, -0.59723, -0.53297], [-1.16225, 0.30777, -0.73121], [-4.41213, -3.06017, -2.89443], [-2.88592, -3.98392, -4.24048], [-0.53160, -4.00236, -4.92736], [1.10710, -2.47063, -3.85064], [0.34737, -0.93752, -2.10540], [-1.51703, 3.46998, -0.90654], [-0.32949, 3.76857, -1.55362], [-0.12954, 4.89529, -2.18375], [-0.00797, 2.54926, -2.31557], [0.65449, 3.52194, -0.38506]],
  "mulliken_spin": [0.874, 0.008, 0.015, -0.004, 0.019, -0.003, 0.000, -0.001, -0.001, -0.005, 0.000, -0.008, -0.024, -0.004, 0.000, 0.000, -0.002, 0.002, 0.000, 0.000, 0.000, 0.001, 0.000, -0.001, 0.002, -0.001, 0.004, 0.000, -0.018, 0.012, 0.137, 0.000, 0.000, 0.000, 0.000, 0.002, 0.002, -0.008, 0.000, 0.003, -0.001],
  "total_charge": 1,
  "homo_energy_ev": [-11.88, -11.88],
  "multiplicity": 2,
  "e_lumo_ha": [-0.1923, -0.1852]
}

No. 4
{
  "formula": "C31H24CoN3O8P",
  "method": "ωB97M-V with the def2-TZVPD basis set",
  "symbols": ["Co", "O", "C", "O", "C", "C", "C", "C", "C", "O", "C", "C", "O", "O", "H", "H", "H", "H", "H", "H", "H", "H", "O", "C", "O", "C", "C", "C", "C", "C", "C", "P", "C", "C", "C", "C", "C", "C", "C", "C", "C", "C", "C", "C", "H", "H", "H", "H", "H", "H", "H", "H", "H", "H", "H", "H", "H", "H", "N", "C", "O", "C", "C", "N", "C", "N", "H", "H"],
  "xyz": [[-0.79007, 1.85260, 1.47827], [1.36438, 5.32692, 1.34392], [1.18495, 4.11438, 1.29075], [0.10012, 3.52298, 0.92561], [2.39379, 3.19313, 1.58452], [2.48679, 2.14624, 0.46792], [3.86788, 1.46773, 0.50897], [3.70842, 0.51403, 1.72343], [2.29464, 0.86865, 2.19818], [1.60563, 1.09926, 0.94377], [2.30638, 2.26224, 2.84889], [1.07329, 2.45991, 3.75871], [1.25275, 3.03105, 4.83304], [-0.02464, 1.94647, 3.33576], [3.26182, 3.84493, 1.62022], [2.16462, 2.50802, -0.50450], [4.65850, 2.20464, 0.64368], [4.07218, 0.91352, -0.40925], [4.44636, 0.68649, 2.50619], [3.75881, -0.53252, 1.41767], [1.78462, 0.09920, 2.76947], [3.17236, 2.39819, 3.49139], [-3.64587, 0.03536, 1.81193], [-2.69996, -0.45311, 1.25135], [-1.42470, -0.11406, 1.46635], [-2.92567, -1.59252, 0.27860], [-4.12944, -2.28299, 0.25081], [-4.28015, -3.36575, -0.60099], [-3.22247, -3.76694, -1.41425], [-2.02730, -3.06756, -1.39155], [-1.89380, -1.96558, -0.54829], [-0.36712, -1.02700, -0.37678], [0.24045, -0.82184, -2.08147], [1.56200, -0.40995, -2.25590], [2.03884, -0.05701, -3.50865], [1.19007, -0.09278, -4.60559], [-0.13460, -0.48056, -4.43918], [-0.61160, -0.82853, -3.18554], [0.68308, -2.31823, 0.38583], [0.40047, -2.65192, 1.71464], [1.18019, -3.57857, 2.38640], [2.25971, -4.17777, 1.74729], [2.53118, -3.86769, 0.42296], [1.74758, -2.94490, -0.25893], [-4.93107, -1.95366, 0.89952], [-5.21815, -3.90821, -0.62797], [-3.32723, -4.63227, -2.05796], [-1.19589, -3.38322, -2.01247], [2.21372, -0.36583, -1.39590], [3.06822, 0.25915, -3.62406], [1.55519, 0.18984, -5.58507], [-0.80175, -0.50664, -5.29231], [-1.64924, -1.11115, -3.06309], [-0.42636, -2.16296, 2.21785], [0.95137, -3.82617, 3.41594], [2.88944, -4.87827, 2.28164], [3.35950, -4.34361, -0.08800], [1.96556, -2.72778, -1.29532], [-3.37594, 2.08350, -2.44514], [-2.96590, 2.18773, -1.15019], [-1.97381, 1.52892, -0.74901], [-3.72573, 3.05174, -0.28910], [-3.23361, 2.99986, 1.02020], [-2.55729, 2.71691, 1.90345], [-4.77409, 3.85962, -0.76927], [-5.60719, 4.51704, -1.23318], [-2.78384, 1.59191, -3.08450], [-4.07035, 2.71542, -2.80170]],
  "mulliken_spin": [2.796, 0.013, 0.000, 0.039, 0.008, 0.005, 0.000, 0.001, 0.016, -0.017, 0.002, 0.004, 0.009, 0.053, 0.001, 0.000, 0.000, 0.000, 0.000, 0.000, 0.003, -0.001, 0.029, 0.066, 0.267, -0.021, -0.016, 0.004, -0.001, 0.012, 0.016, 0.161, 0.139, 0.031, -0.032, 0.052, -0.022, 0.047, 0.119, 0.045, -0.016, 0.029, -0.015, 0.026, 0.001, 0.000, 0.000, 0.003, 0.030, -0.001, 0.003, -0.001, 0.006, 0.008, 0.000, 0.002, 0.000, 0.004, 0.001, 0.005, 0.033, 0.020, 0.027, 0.002, 0.004, 0.001, -0.001, 0.000],
  "total_charge": -1,
  "homo_energy_ev": [-5.23, -5.22],
  "multiplicity": 5,
  "e_lumo_ha": [0.0717, -0.0074]
}